# C21H36P2PdS

A structure of composition C21H36P2PdS at a distorted geometry (wB97M-V/def2-TZVPD, OMol25).

Atoms and positions in Å:
P 0.65151 -2.49454 0.91757
P -0.17324 2.14213 1.06907
C 0.31895 -0.81213 0.18391
C 0.91718 0.57870 0.55011
H -0.77418 -0.61974 0.01207
H 0.76246 -1.01960 -0.78808
H 1.89561 0.49523 1.06239
H 1.10172 1.03069 -0.44173
C -1.42770 2.99260 -0.02378
H -1.95864 3.75077 0.56568
H -2.19328 2.33660 -0.46609
H -0.97727 3.55201 -0.86310
C 1.17704 3.34248 0.72850
H 0.98018 3.85182 -0.22160
H 2.13000 2.80370 0.64689
H 1.22881 4.07783 1.53520
C -0.65768 -3.59933 0.30404
H -0.84644 -4.39329 1.04375
H -0.39396 -4.06963 -0.65771
H -1.57383 -3.00082 0.17104
C 2.24956 -3.10107 0.30735
H 2.95004 -2.25479 0.22406
H 2.15624 -3.57863 -0.67521
H 2.67268 -3.85297 1.01217
Pd -0.57666 0.21461 -2.47489
C 0.18572 1.72921 -3.60655
C -1.23076 1.71698 -3.61545
C -2.10301 0.95200 -4.55957
C -1.71800 -0.54454 -4.83299
C -0.92921 -1.23242 -3.74460
C 0.46053 -1.19837 -3.46308
C 1.42209 -0.43782 -4.35595
C 1.03243 1.04523 -4.65250
C 0.52037 -2.26053 2.65988
H 0.61396 2.49068 -2.93655
H -1.76816 2.47444 -3.03483
H -2.14308 1.45402 -5.54457
H -3.12509 0.98241 -4.15031
H -2.69162 -1.07464 -4.87850
H -1.23234 -0.64062 -5.81045
H -1.49542 -2.02718 -3.24081
H 0.86333 -1.96216 -2.78553
H 1.64333 -0.95011 -5.30234
H 2.35729 -0.43456 -3.78897
H 1.97757 1.61206 -4.67805
H 0.54032 1.09409 -5.63525
H 1.39074 -1.67438 2.98275
H 0.54164 -3.23349 3.18187
H -0.41095 -1.70142 2.86832
S -0.51085 2.21193 3.16362
C -0.40263 1.02023 4.54122
C 0.82688 0.85128 5.20564
C 0.86024 0.25002 6.46728
C -0.31279 -0.16691 7.08940
C -1.53215 -0.08671 6.39831
C -1.57926 0.51692 5.13081
H 1.72453 1.21345 4.71449
H 1.82984 0.10397 6.96674
H -0.28456 -0.60491 8.09492
H -2.44178 -0.49285 6.83756
H -2.51825 0.63208 4.59246

Values from the calculation:
* spin multiplicity: 5
* energy relative to the best compared isomer or geometry (same formula, charge and spin): 70.3 kcal per mole
* E_tot: -55229.7790 eV
* ⟨S²⟩: 6.01
* E_LUMO (spin up / spin down): -5.97 / -9.57 eV
* total charge: +2
* HOMO level (spin up / spin down): -0.36412 / -0.51954 Ha

# C21H36P2Pt

A structure of composition C21H36P2Pt at a distorted geometry (wB97M-V/def2-TZVPD, OMol25).

Atoms and positions in Å:
P 0.36197 -2.40834 -2.16314
P -0.26074 2.82462 -1.52570
C 0.09075 0.22424 -3.26630
C 0.38797 1.63305 -2.78850
H -0.88244 0.06548 -3.75882
H 0.91825 -0.18718 -3.86431
H 1.48739 1.74443 -2.78974
H -0.17539 2.23332 -3.50710
C -1.87914 3.25387 -2.09498
H -2.47511 3.80155 -1.35830
H -2.42355 2.34327 -2.35536
H -1.74261 3.87898 -2.97804
C 1.03535 4.04074 -1.70443
H 0.77901 4.65794 -2.56668
H 1.97773 3.52211 -1.89398
H 1.18997 4.67454 -0.83115
C -1.06557 -3.46578 -2.62899
H -1.25149 -4.09226 -1.74012
H -0.83634 -4.08123 -3.51815
H -1.95666 -2.83862 -2.82262
C 2.04319 -2.82862 -2.72408
H 2.66916 -1.92216 -2.76646
H 2.05526 -3.32638 -3.69948
H 2.43908 -3.50656 -1.95422
Pt -0.02545 -0.32942 -1.38844
C 0.41676 1.51671 -5.58410
C -0.93560 1.49130 -5.41471
C -1.84806 0.71094 -6.28030
C -1.50243 -0.80425 -6.51991
C -0.64277 -1.48924 -5.53242
C 0.70519 -1.46446 -5.50304
C 1.56363 -0.64854 -6.45702
C 1.20374 0.83563 -6.64468
C 0.07109 -1.73468 0.18662
H 1.05425 2.19861 -5.01647
H -1.46527 2.25281 -4.81361
H -1.92609 1.21853 -7.25677
H -2.85356 0.76437 -5.82966
H -2.49009 -1.31245 -6.54051
H -1.08510 -0.86578 -7.53641
H -1.15758 -2.16235 -4.85284
H 1.27435 -2.21900 -4.93537
H 1.59450 -1.12743 -7.45008
H 2.60418 -0.72252 -6.08602
H 2.17322 1.37198 -6.72780
H 0.66486 0.94314 -7.59381
H 0.63581 -1.22641 0.98002
H 0.56125 -2.70841 -0.08705
H -0.96128 -1.90733 0.51624
C -0.36786 2.51102 2.51376
C -1.48860 1.99001 1.86619
C -1.43325 1.59376 0.54349
C -0.18068 1.52431 -0.17101
C 0.97694 1.99887 0.57100
C 0.87231 2.47549 1.86316
H -0.44366 2.87236 3.53612
H -2.43364 1.89030 2.41302
H -2.31270 1.16976 0.04007
H 1.95582 1.90616 0.11008
H 1.75490 2.81817 2.39830

Values from the calculation:
* spin multiplicity: 5
* energy relative to the best compared isomer or geometry (same formula, charge and spin): 0.0 kcal per mole
* E_tot: -44159.5333 eV
* ⟨S²⟩: 6.05
* E_LUMO (spin up / spin down): -6.02 / -10.16 eV
* total charge: +2
* HOMO level (spin up / spin down): -0.42404 / -0.53092 Ha

# C21H37Cl3N4O12

A cluster of 9 separate species, C21H37Cl3N4O12 in total at a distorted geometry (wB97M-V/def2-TZVPD, OMol25).

Atoms and positions in Å:
C -3.59431 4.69520 4.63787
O -2.52931 4.12449 3.91905
C -2.29969 2.83643 3.89010
O -2.78027 2.00614 4.67389
O -1.44571 2.60977 2.84466
C -1.21937 1.33353 2.33521
H -3.26907 4.86726 5.66388
H -4.58826 4.25338 4.70832
H -3.55616 5.67071 4.15308
H -0.40278 1.31290 1.61350
H -2.20731 1.10947 1.93290
H -0.92176 0.59975 3.08428
C -3.17161 -1.17330 -1.02274
O -4.27877 -0.33673 -0.66346
C -4.97947 0.31739 -1.60110
O -4.83414 0.09487 -2.81438
O -5.80211 1.16148 -1.03327
C -6.74614 1.87345 -1.80001
H -2.38637 -0.68101 -1.59647
H -3.43620 -2.05021 -1.61362
H -2.69468 -1.53203 -0.11064
H -7.00214 1.34983 -2.72109
H -6.32449 2.85418 -2.02022
H -7.66887 1.90890 -1.22084
C 4.69165 -0.60756 5.96961
O 4.07981 -0.41167 4.65742
C 4.31920 -1.25328 3.62258
O 5.11569 -2.17723 3.71700
O 3.67542 -0.91756 2.52232
C 2.88655 0.24393 2.45461
H 4.71247 0.32192 6.53860
H 5.66535 -1.09564 5.92741
H 4.04407 -1.36601 6.40950
H 2.57086 0.46985 1.43609
H 3.37703 1.11707 2.88492
H 2.06905 0.03873 3.14577
C 1.55718 -3.12465 -3.57954
O 2.47002 -2.71217 -2.60404
C 2.63288 -3.40325 -1.47499
O 2.00203 -4.38739 -1.09803
O 3.53181 -2.76798 -0.66483
C 3.81141 -3.15930 0.65823
H 0.52722 -2.99366 -3.24767
H 1.80140 -4.12995 -3.92279
H 1.69651 -2.52973 -4.48217
H 4.09834 -4.21084 0.66237
H 2.93260 -2.95354 1.26936
H 4.66048 -2.56784 1.00079
Cl 4.98862 -0.35720 -3.68942
C 5.24339 1.20527 -2.85193
Cl 5.08422 2.58483 -3.99333
Cl 6.85839 1.23114 -2.07581
H 4.50355 1.38422 -2.07171
C 0.52256 -0.72601 -0.60329
C 1.40521 0.23961 -1.22015
N 2.11807 1.00820 -1.70541
H -0.36199 -0.24708 -0.18342
H 1.03121 -1.33099 0.14729
H 0.15387 -1.37484 -1.39776
C -1.66608 -4.82796 -0.52540
C -1.00813 -3.94390 0.45329
N -0.47887 -3.23476 1.22065
H -1.36503 -5.87486 -0.56352
H -1.60011 -4.45043 -1.54580
H -2.74916 -4.86285 -0.40792
C 0.30232 3.83202 -1.81958
C -0.66167 2.95094 -1.18758
N -1.44313 2.25378 -0.74186
H -0.00221 4.87859 -1.81346
H 0.39260 3.56802 -2.87327
H 1.22720 3.69074 -1.26035
C -2.42072 1.69404 -4.55046
C -1.77796 0.45146 -4.05897
N -1.29067 -0.53400 -3.70354
H -3.46210 1.74960 -4.23339
H -2.47003 1.86875 -5.62524
H -1.86340 2.54556 -4.16006

Values from the calculation:
* E_tot: -90471.9744 eV
* E_LUMO: 0.38 eV
* structure (SMILES): COC(=O)OC.COC(=O)OC.COC(=O)OC.COC(=O)OC.ClC(Cl)Cl.CC#N.CC#N.CC#N.CC#N
* HOMO level: -0.38554 Ha

# C21H37N2O4S

A cluster of 3 separate species, C21H37N2O4S in total at a distorted geometry (wB97M-V/def2-TZVPD, OMol25).

Atoms and positions in Å:
N 3.80267 -4.01431 3.90998
C 3.41426 -2.53814 3.73771
C 3.07403 -2.28974 2.12795
O 4.33153 -2.37201 1.32215
C 2.46016 -0.78279 1.82215
C 2.35950 -0.63901 0.15833
C 1.70670 -1.97059 -0.61475
C 0.16431 -1.70006 -0.11610
C -0.76528 -2.88956 -0.75382
C -1.46815 -3.65553 0.55736
O -0.95709 -4.77206 1.10248
C -2.82145 -2.86961 1.14839
C -2.64647 -1.70627 2.31768
C -4.00342 -0.92556 2.82657
C -5.42810 -1.36355 2.12220
C -5.61013 -2.52820 0.97180
C -4.25092 -3.30863 0.46128
N -0.00814 -0.26432 -0.55749
C 1.20589 0.42226 -0.42605
S 1.64229 2.20030 -0.84146
H 3.60943 -4.55952 3.04172
H 3.24276 -4.42593 4.71590
H 4.33070 -1.85811 4.00447
H 2.45537 -2.35113 4.38222
H 2.30318 -3.15494 1.84542
H 4.63088 -3.32341 1.22836
H 1.41572 -0.72999 2.34804
H 3.16176 0.06112 2.26525
H 3.43035 -0.31307 -0.18585
H 2.18777 -3.01733 -0.41317
H 1.65368 -1.57442 -1.74000
H -0.08943 -1.66034 1.02535
H -1.64917 -2.39529 -1.37885
H -0.19113 -3.64066 -1.45687
H -1.55533 -1.47284 2.71421
H -3.89276 -0.10072 3.65729
H -6.39767 -0.77451 2.46650
H -6.62638 -2.84915 0.48564
H -4.24468 -4.14226 -0.37982
H -0.84780 0.23340 -0.92713
H 2.30374 2.15955 -2.11103
C 5.90563 5.20542 -2.22920
C 5.33280 3.90969 -2.78107
C 5.71509 3.71137 -4.23918
O 3.91259 3.93359 -2.66427
H 5.51959 6.07045 -2.78004
H 5.61214 5.34094 -1.18269
H 6.99827 5.21155 -2.29029
H 5.69620 3.06407 -2.18696
H 5.32231 4.52347 -4.86120
H 5.28570 2.78120 -4.62645
H 6.80203 3.67269 -4.36053
H 3.58104 4.68135 -3.18862
C -6.67292 2.93679 -0.05784
C -5.49943 2.49302 -0.91667
C -5.87480 1.31566 -1.80238
O -4.41124 2.12222 -0.07431
H -6.99918 2.12935 0.60723
H -6.38462 3.77678 0.58325
H -7.52143 3.24374 -0.67707
H -5.16189 3.32896 -1.53905
H -6.17277 0.45081 -1.19911
H -5.01720 0.99922 -2.40569
H -6.69936 1.57402 -2.47393
H -4.70177 1.38053 0.48203

Values from the calculation:
* energy relative to the best compared isomer or geometry (same formula, charge and spin): 319.8 kcal per mole
* E_tot: -44362.3295 eV
* E_LUMO: -4.69 eV
* total charge: +1
* HOMO level: -0.42061 Ha

Copy entry 4 word for word.
# C21H37N2O4S

A cluster of 3 separate species, C21H37N2O4S in total at a distorted geometry (wB97M-V/def2-TZVPD, OMol25).

Atoms and positions in Å:
N 3.80267 -4.01431 3.90998
C 3.41426 -2.53814 3.73771
C 3.07403 -2.28974 2.12795
O 4.33153 -2.37201 1.32215
C 2.46016 -0.78279 1.82215
C 2.35950 -0.63901 0.15833
C 1.70670 -1.97059 -0.61475
C 0.16431 -1.70006 -0.11610
C -0.76528 -2.88956 -0.75382
C -1.46815 -3.65553 0.55736
O -0.95709 -4.77206 1.10248
C -2.82145 -2.86961 1.14839
C -2.64647 -1.70627 2.31768
C -4.00342 -0.92556 2.82657
C -5.42810 -1.36355 2.12220
C -5.61013 -2.52820 0.97180
C -4.25092 -3.30863 0.46128
N -0.00814 -0.26432 -0.55749
C 1.20589 0.42226 -0.42605
S 1.64229 2.20030 -0.84146
H 3.60943 -4.55952 3.04172
H 3.24276 -4.42593 4.71590
H 4.33070 -1.85811 4.00447
H 2.45537 -2.35113 4.38222
H 2.30318 -3.15494 1.84542
H 4.63088 -3.32341 1.22836
H 1.41572 -0.72999 2.34804
H 3.16176 0.06112 2.26525
H 3.43035 -0.31307 -0.18585
H 2.18777 -3.01733 -0.41317
H 1.65368 -1.57442 -1.74000
H -0.08943 -1.66034 1.02535
H -1.64917 -2.39529 -1.37885
H -0.19113 -3.64066 -1.45687
H -1.55533 -1.47284 2.71421
H -3.89276 -0.10072 3.65729
H -6.39767 -0.77451 2.46650
H -6.62638 -2.84915 0.48564
H -4.24468 -4.14226 -0.37982
H -0.84780 0.23340 -0.92713
H 2.30374 2.15955 -2.11103
C 5.90563 5.20542 -2.22920
C 5.33280 3.90969 -2.78107
C 5.71509 3.71137 -4.23918
O 3.91259 3.93359 -2.66427
H 5.51959 6.07045 -2.78004
H 5.61214 5.34094 -1.18269
H 6.99827 5.21155 -2.29029
H 5.69620 3.06407 -2.18696
H 5.32231 4.52347 -4.86120
H 5.28570 2.78120 -4.62645
H 6.80203 3.67269 -4.36053
H 3.58104 4.68135 -3.18862
C -6.67292 2.93679 -0.05784
C -5.49943 2.49302 -0.91667
C -5.87480 1.31566 -1.80238
O -4.41124 2.12222 -0.07431
H -6.99918 2.12935 0.60723
H -6.38462 3.77678 0.58325
H -7.52143 3.24374 -0.67707
H -5.16189 3.32896 -1.53905
H -6.17277 0.45081 -1.19911
H -5.01720 0.99922 -2.40569
H -6.69936 1.57402 -2.47393
H -4.70177 1.38053 0.48203

Values from the calculation:
* energy relative to the best compared isomer or geometry (same formula, charge and spin): 319.8 kcal per mole
* E_tot: -44362.3295 eV
* E_LUMO: -4.69 eV
* total charge: +1
* HOMO level: -0.42061 Ha

Q: Number 3 is which compound?
A: C21H37Cl3N4O12

Q: Among the records above, which one has the lowest E_tot?
A: C21H37Cl3N4O12

Q: E_tot of number 2 (C21H36P2Pt)?
A: -44159.5333 eV